{"formula": "C40H62Br4O27", "method": "ωB97M-V/def2-TZVPD", "species": ["Br", "C", "C", "Br", "H", "H", "H", "H", "Br", "C", "C", "Br", "H", "H", "H", "H", "C", "C", "C", "O", "C", "O", "O", "H", "H", "H", "H", "H", "H", "C", "C", "C", "O", "C", "O", "O", "H", "H", "H", "H", "H", "H", "C", "C", "C", "O", "C", "O", "O", "H", "H", "H", "H", "H", "H", "C", "C", "C", "O", "C", "O", "O", "H", "H", "H", "H", "H", "H", "C", "C", "C", "O", "C", "O", "O", "H", "H", "H", "H", "H", "H", "C", "C", "C", "O", "C", "O", "O", "H", "H", "H", "H", "H", "H", "C", "C", "C", "O", "C", "O", "O", "H", "H", "H", "H", "H", "H", "C", "C", "C", "O", "C", "O", "O", "H", "H", "H", "H", "H", "H", "C", "C", "C", "O", "C", "O", "O", "H", "H", "H", "H", "H", "H"], "xyz": [[-3.63986, -4.73301, -5.52421], [-4.06486, -3.32192, -4.19825], [-2.81994, -2.84710, -3.50196], [-1.84703, -4.20852, -2.53978], [-4.70630, -3.79256, -3.45553], [-4.60535, -2.62847, -4.82903], [-3.09204, -2.05963, -2.80091], [-2.12229, -2.39064, -4.20206], [5.51002, -3.92228, 7.12552], [4.28821, -3.15615, 5.85142], [2.83359, -3.42902, 6.14492], [1.80382, -2.70908, 4.62273], [4.46945, -3.65720, 4.89817], [4.52720, -2.11310, 5.67230], [2.43385, -2.87499, 6.98826], [2.60102, -4.48426, 6.21809], [1.45478, -0.74291, 1.22339], [0.15750, 0.07019, 1.25574], [0.25953, 1.22969, 0.26907], [-0.27939, 0.65709, -0.92148], [-1.20449, -0.25526, -0.53588], [-2.12259, -0.57438, -1.22192], [-0.97562, -0.64432, 0.72835], [2.26400, -0.02573, 1.36180], [1.52129, -1.11944, 0.20202], [1.54820, -1.56175, 1.92785], [-0.07055, 0.35900, 2.28111], [1.28076, 1.55564, 0.09302], [-0.34998, 2.08613, 0.56920], [-0.62259, 6.47290, 1.66969], [0.18147, 5.76446, 2.72772], [1.01877, 4.54778, 2.32448], [2.16861, 4.68574, 3.15346], [2.19252, 5.89238, 3.74889], [2.98067, 6.24695, 4.55739], [1.16950, 6.64847, 3.26935], [-0.02800, 6.66863, 0.76190], [-0.72407, 7.51964, 1.96756], [-1.54566, 6.02138, 1.32228], [-0.51784, 5.52856, 3.53748], [1.26650, 4.58353, 1.25807], [0.61318, 3.56014, 2.53809], [-2.84169, 1.13366, -4.25632], [-2.38425, 1.86206, -5.50214], [-3.33858, 3.05736, -5.80012], [-2.48346, 4.16403, -5.91015], [-1.19669, 3.78969, -5.72427], [-0.29339, 4.52516, -5.87957], [-1.13293, 2.49820, -5.28317], [-3.84979, 0.72513, -4.35664], [-2.77596, 1.78993, -3.38914], [-2.20614, 0.26231, -4.07706], [-2.48353, 1.17263, -6.34276], [-4.07464, 3.12604, -4.99429], [-3.92262, 2.90115, -6.70802], [2.15285, -4.60228, -4.71105], [3.12931, -4.22188, -3.63463], [3.70332, -2.77069, -3.68820], [3.62731, -2.31759, -2.35666], [2.88234, -3.17163, -1.62291], [2.68344, -3.07059, -0.45575], [2.39639, -4.15509, -2.40342], [1.79691, -5.60589, -4.49578], [2.60805, -4.60441, -5.70353], [1.38551, -3.82961, -4.74930], [4.04040, -4.82687, -3.60271], [3.07593, -2.21672, -4.39568], [4.72312, -2.75518, -4.06118], [-2.91080, -1.30156, 5.94823], [-2.23226, -0.98651, 4.61839], [-3.15912, -1.19204, 3.40266], [-3.32861, 0.14669, 2.91422], [-2.59236, 1.02588, 3.58774], [-2.41451, 2.16307, 3.27797], [-1.98235, 0.43830, 4.64389], [-3.70887, -0.59243, 6.16248], [-2.13559, -1.38982, 6.70515], [-3.44413, -2.25725, 5.90413], [-1.28169, -1.50515, 4.51772], [-4.10165, -1.62566, 3.72974], [-2.73679, -1.80711, 2.61338], [-0.37391, -6.35718, 0.23551], [-0.15184, -5.45140, 1.42208], [-0.09940, -3.94502, 1.13659], [-0.69778, -3.44861, 2.36297], [-1.42799, -4.39754, 2.98087], [-2.17203, -4.16740, 3.87296], [-1.20095, -5.58592, 2.37962], [0.40454, -6.24504, -0.52442], [-1.29888, -6.32267, -0.34377], [-0.30419, -7.38056, 0.61425], [0.75627, -5.82734, 1.90023], [-0.80134, -3.68265, 0.34561], [0.89937, -3.53847, 1.09421], [-1.07769, 4.21324, -1.60326], [0.34290, 4.64119, -1.85430], [1.35102, 3.58764, -2.32780], [2.09626, 4.23044, -3.35184], [1.50228, 5.41362, -3.68216], [1.88556, 6.11897, -4.54254], [0.44997, 5.65306, -2.86234], [-1.65808, 5.14012, -1.64130], [-1.22989, 3.73471, -0.64133], [-1.45875, 3.62704, -2.44107], [0.79170, 5.04351, -0.93895], [0.92761, 2.68352, -2.77051], [2.03590, 3.37107, -1.50577], [-4.53874, 1.19531, 0.22597], [-4.61057, 1.56796, -1.22305], [-6.00751, 1.63456, -1.85113], [-6.11477, 2.99983, -2.28273], [-5.01416, 3.71009, -1.93468], [-4.91211, 4.88438, -2.04051], [-4.08462, 2.88857, -1.38447], [-4.89764, 0.19391, 0.47276], [-5.04948, 1.85603, 0.92681], [-3.47939, 1.19103, 0.48846], [-4.02585, 0.91616, -1.86829], [-6.85276, 1.40174, -1.20670], [-6.07692, 1.05339, -2.77266], [5.25740, -1.40232, 0.93082], [6.63959, -1.19175, 1.55376], [6.91601, 0.08970, 2.33442], [7.47863, -0.32343, 3.56465], [7.36260, -1.66986, 3.69109], [7.72449, -2.28329, 4.63858], [6.69560, -2.17937, 2.63559], [4.78158, -0.46038, 0.64423], [4.63980, -2.06180, 1.52461], [5.41059, -1.83502, -0.06302], [7.45582, -1.49616, 0.89747], [5.94025, 0.54863, 2.54313], [7.47303, 0.84187, 1.78179]], "forces_ev_per_a": [[-0.09, 0.18, 0.24], [0.27, -1.57, -0.04], [-0.04, 1.16, -0.59], [-0.14, 0.06, 0.03], [-0.25, 0.03, -0.27], [0.16, 0.57, 0.40], [0.08, -0.17, 0.28], [0.09, -0.21, -0.02], [-0.16, 0.05, 0.20], [-0.14, -0.52, -1.25], [-0.15, 0.76, 0.18], [0.00, -0.23, 0.10], [0.40, -0.01, 0.15], [-0.09, 0.12, 0.46], [0.13, -0.17, 0.16], [0.02, -0.03, -0.02], [-0.64, 0.46, -0.81], [0.90, -0.12, 0.52], [0.00, 0.16, 0.42], [-0.17, 0.13, -0.08], [0.17, 0.76, 0.17], [-0.10, -0.67, -0.13], [-0.24, -0.32, -0.10], [0.14, -0.18, 0.20], [0.36, -0.22, 0.10], [-0.21, 0.04, 0.12], [-0.28, 0.21, -0.13], [0.02, -0.08, -0.10], [-0.05, -0.05, -0.03], [1.32, 1.23, -1.27], [-1.07, -0.33, 0.13], [-0.12, 0.13, -0.02], [0.47, -0.51, -0.04], [-0.39, 0.44, -0.29], [0.24, -0.01, -0.03], [0.11, -0.12, 0.15], [0.15, -0.61, 0.05], [-0.78, -0.24, 0.47], [-0.16, -0.13, 0.52], [0.24, -0.25, 0.11], [0.35, 0.14, 0.11], [-0.44, 0.20, 0.10], [0.72, -0.56, 0.11], [-2.06, 0.43, 0.50], [-0.30, -1.13, 0.22], [-0.14, 0.10, -0.16], [-0.81, 0.05, 0.26], [0.85, 0.03, 0.10], [0.17, -0.26, -0.74], [-0.12, 0.30, -0.16], [-0.09, 0.01, 0.01], [0.11, 0.12, 0.16], [1.14, 0.05, -0.21], [0.24, 0.64, 0.15], [0.28, 0.19, -0.19], [0.60, 0.25, -0.29], [0.77, 1.56, -0.25], [-0.81, -0.92, -1.49], [0.09, 0.26, 0.39], [0.06, -0.25, -0.49], [-0.09, 0.14, 0.14], [0.42, -0.63, 0.50], [-0.45, 0.10, -0.11], [0.23, -0.12, 0.11], [-0.39, -0.37, 0.17], [-0.60, -0.81, 0.53], [0.05, 0.57, 0.50], [0.12, 0.11, 0.26], [-0.02, -1.01, -0.52], [-0.78, -0.04, 0.70], [0.50, 0.23, 0.52], [-0.72, -0.18, -0.56], [1.01, -0.41, 0.56], [-0.28, 0.35, -0.19], [0.07, -0.01, -0.83], [0.38, 0.41, 0.18], [-0.32, 0.33, 0.37], [0.41, -0.15, -0.13], [0.00, 0.01, -0.06], [-0.20, 0.25, -0.19], [0.13, 0.10, 0.00], [0.07, -0.95, -0.40], [0.45, -0.11, -0.88], [-0.98, -0.81, 1.47], [0.12, 0.75, 0.10], [0.70, 0.06, -1.29], [-0.38, -0.21, 0.60], [-0.60, 0.05, 0.49], [0.26, 0.17, 0.32], [-0.29, 0.58, 0.55], [0.02, -0.03, -0.19], [0.12, 0.40, 0.11], [0.46, 0.19, -0.36], [0.04, 0.04, -0.53], [-0.20, 0.99, -0.96], [1.02, -0.27, 0.36], [0.13, -0.17, -0.17], [-0.13, 0.38, -0.01], [0.12, -0.56, 0.37], [0.09, 0.49, -0.26], [-0.36, -0.09, -0.09], [-0.20, -0.14, 0.34], [0.03, -0.16, -0.05], [0.07, -0.33, 0.21], [-0.36, 0.36, 0.00], [-0.20, -0.03, 0.30], [-0.01, -0.40, -0.15], [0.69, -0.49, 0.59], [-0.63, -0.43, -0.25], [0.00, 0.66, -0.77], [-0.04, 0.31, 0.14], [-0.40, -0.55, 0.59], [0.27, 0.22, -0.31], [-0.15, 0.39, -0.27], [-0.03, -0.08, -0.47], [-0.06, 0.36, -0.37], [-0.10, 0.06, 0.25], [0.33, -0.17, 0.47], [0.15, 0.01, 0.20], [-0.02, -0.30, 0.24], [0.98, 0.74, -1.64], [-0.28, -1.29, 1.03], [-1.72, 0.32, -0.45], [0.73, 0.05, -0.28], [-0.51, 0.21, 0.02], [0.09, -0.11, 0.07], [0.52, 0.09, 0.02], [-0.21, 0.06, 0.62], [-0.16, 0.17, 0.15], [-0.17, -0.45, 0.24], [-0.07, 0.38, -0.23], [0.12, 0.05, 0.16], [0.60, -0.21, 0.29]], "lowdin_charge": [0.56, -0.64, -0.73, 0.67, 0.06, 0.05, 0.03, 0.05, 0.66, -0.77, -0.64, 0.68, 0.04, 0.05, 0.05, 0.06, -0.01, -0.26, -0.10, 0.06, -0.55, 0.14, 0.09, 0.09, 0.08, 0.03, 0.15, 0.13, 0.12, -0.02, -0.31, -0.08, 0.06, -0.56, 0.18, 0.08, 0.08, 0.09, 0.09, 0.16, 0.11, 0.13, -0.03, -0.30, -0.10, 0.09, -0.54, 0.21, 0.09, 0.09, 0.07, 0.08, 0.15, 0.12, 0.13, -0.02, -0.31, -0.09, 0.07, -0.54, 0.15, 0.08, 0.09, 0.09, 0.09, 0.15, 0.13, 0.13, -0.02, -0.29, -0.06, 0.05, -0.59, 0.14, 0.07, 0.09, 0.09, 0.09, 0.12, 0.13, 0.11, -0.03, -0.31, -0.05, -0.02, -0.57, 0.16, 0.10, 0.09, 0.06, 0.09, 0.16, 0.11, 0.10, 0.00, -0.32, -0.10, 0.06, -0.57, 0.18, 0.09, 0.10, 0.07, 0.08, 0.12, 0.13, 0.12, -0.01, -0.32, -0.07, 0.05, -0.56, 0.17, 0.06, 0.10, 0.10, 0.07, 0.11, 0.13, 0.12, -0.01, -0.27, -0.10, 0.07, -0.57, 0.15, 0.05, 0.08, 0.09, 0.07, 0.15, 0.13, 0.14], "homo_lumo_gap_ev": 10.1, "max_force_ev_per_a": 2.2, "smiles": "C[C@H]1COC(=O)O1.C[C@H]1COC(=O)O1.C[C@H]1COC(=O)O1.C[C@H]1COC(=O)O1.C[C@H]1COC(=O)O1.C[C@H]1COC(=O)O1.C[C@H]1COC(=O)O1.C[C@H]1COC(=O)O1.C[C@H]1COC(=O)O1.BrCCBr.BrCCBr"}